Here is a 3-piece molecular cluster, HN5OS overall in a non-equilibrium geometry from the OMol25 dataset. Energies are from ωB97M-V with the def2-TZVPD basis set.

Structure (XYZ):
```
8
Properties=species:S:1:pos:R:3:nbo_charge:R:1
S 1.2055 -2.2544 -2.2652 -0.464
O 1.4641 -3.0781 0.9338 -0.372
N 0.3074 1.0952 -3.9513 -0.297
N 0.3789 -0.8326 -2.6495 -0.436
N 1.7023 -0.8889 0.3929 -0.084
N 1.5719 -1.9687 0.6147 0.450
N 0.5199 0.0630 -3.4507 0.203
H -7.1500 7.8645 10.3752 -1.000
```

Properties
highest occupied orbital energy	1.5	eV
net charge	-2
energy above the lowest of the compared OMol25 structures with the same formula, charge and spin	43.68	kcal/mol
E_LUMO	0.1765	Ha
energy	-20342.7658	eV
largest force on an atom	0.045	hartree/bohr